{
  "formula": "C19H49N3O10Sr2",
  "method": "the ωB97M-V functional and the def2-TZVPD basis",
  "gap_ev": 6.5,
  "e_tot_ev": -47101.5875,
  "total_charge": 2,
  "lumo_energy_ev": -6.13,
  "elements": ["Sr", "Sr", "C", "O", "O", "O", "C", "O", "C", "C", "N", "C", "C", "O", "C", "H", "H", "H", "H", "H", "H", "H", "H", "H", "H", "H", "H", "H", "H", "H", "C", "O", "C", "C", "N", "C", "C", "O", "C", "H", "H", "H", "H", "H", "H", "H", "H", "H", "H", "H", "H", "H", "H", "H", "C", "O", "H", "H", "H", "H", "C", "O", "H", "H", "H", "H", "C", "C", "C", "O", "C", "N", "H", "H", "H", "H", "H", "H", "H", "H", "H", "H", "H"],
  "positions_angstrom": [[-3.1226, -0.3095, -1.3382], [-2.0237, 2.1445, 3.3137], [-1.3238, 0.4518, 1.0227], [-0.3552, 1.0359, 1.6171], [-1.0806, -0.2967, 0.0791], [-2.4629, 0.7706, 1.2543], [4.6662, 1.5167, 6.0262], [3.2343, 1.5406, 5.8257], [2.8591, 2.1054, 4.6000], [1.4520, 2.6170, 4.4465], [0.5638, 1.5520, 4.0949], [0.3588, 0.5375, 5.1510], [-0.7367, -0.4621, 4.7201], [-2.0767, -0.0379, 4.9095], [-2.9896, -1.1310, 4.8637], [5.0631, 0.7076, 5.4131], [4.8282, 1.3607, 7.0927], [5.1935, 2.3780, 5.6160], [3.0892, 1.4463, 3.7629], [3.4595, 2.9732, 4.3272], [1.3278, 3.4411, 3.7440], [1.0317, 2.9867, 5.3818], [0.7228, 1.1850, 3.1675], [0.1065, 1.0840, 6.0597], [1.3241, 0.0399, 5.2445], [-0.4381, -1.3582, 5.2642], [-0.4647, -0.7565, 3.7064], [-3.9984, -0.9235, 5.2204], [-2.6352, -1.9967, 5.4232], [-3.1908, -1.4872, 3.8533], [-6.0015, -0.8322, -3.3710], [-4.6480, -1.0138, -3.1874], [-4.0328, -1.2968, -4.4857], [-2.4854, -1.4207, -4.4609], [-1.8669, -0.4961, -3.5099], [-1.8931, 0.8735, -4.0184], [-1.2056, 1.7976, -2.9485], [-2.1741, 1.9431, -1.8938], [-1.8734, 3.1537, -1.1827], [-6.2245, 0.2344, -3.3982], [-6.5380, -1.2216, -2.5058], [-6.4617, -1.1989, -4.2884], [-4.2077, -0.3095, -4.9132], [-4.5028, -2.1943, -4.8877], [-2.0202, -1.3344, -5.4428], [-2.1088, -2.4212, -4.2480], [-0.8759, -0.6577, -3.4009], [-2.9163, 1.2029, -4.1991], [-1.2698, 0.9533, -4.9091], [-1.0708, 2.7958, -3.3650], [-0.2704, 1.4106, -2.5438], [-0.8411, 3.0505, -0.8484], [-2.5098, 3.2775, -0.3065], [-1.9724, 4.0329, -1.8193], [-0.1941, -2.9634, 2.0218], [0.5591, -2.4241, 1.0260], [0.0884, -2.8232, 3.0652], [-1.2127, -2.5943, 1.9022], [-0.2948, -4.0343, 1.8451], [0.2494, -1.5187, 0.9489], [2.6707, 1.2065, 0.0469], [1.4362, 1.3486, -0.6975], [3.5324, 1.7230, -0.3759], [2.4441, 1.8899, 0.8653], [2.9131, 0.1687, 0.2756], [0.7002, 1.2983, -0.0832], [2.3778, 0.1060, -3.7234], [1.8774, -1.2463, -3.1799], [2.9401, -1.9762, -2.3164], [4.1787, -2.1363, -2.9290], [4.1441, -2.8057, -4.1386], [0.7514, -0.9066, -2.2743], [3.2921, 0.0251, -4.3113], [2.5489, 0.9525, -3.0585], [1.5025, 0.4325, -4.2850], [1.6213, -1.8391, -4.0580], [2.4964, -2.9706, -2.2687], [3.0857, -1.4712, -1.3614], [3.5412, -2.3187, -4.9050], [3.6616, -3.7534, -3.8996], [5.1008, -3.0676, -4.5905], [0.8641, -0.0979, -1.6798], [0.7128, -1.6479, -1.5894]],
  "forces_ev_per_a": [[0.7, 0.2, 1.1], [1.2, -1.3, -0.5], [4.9, 0.7, -1.1], [0.2, 0.9, 1.5], [0.5, -3.0, -2.7], [-7.2, 2.0, 2.3], [-0.6, -0.6, -0.7], [-0.1, 0.7, 0.2], [1.4, 1.3, -0.9], [-0.6, -0.7, 1.2], [-2.9, 0.4, -0.1], [-0.2, 0.6, -1.4], [2.6, -0.4, 0.5], [-0.1, 0.5, -0.3], [-0.8, -1.1, -0.4], [0.1, -0.5, 0.3], [0.1, 0.1, -0.3], [-0.4, 0.6, 0.4], [-0.2, -0.6, -0.2], [0.7, 0.3, 0.5], [0.6, -0.1, -0.3], [0.5, 0.4, 0.4], [0.3, -0.5, 0.0], [0.1, -0.3, 0.2], [-0.2, -0.5, 0.6], [-1.0, -0.2, 0.5], [-0.7, 0.2, -0.5], [0.3, 0.8, 0.5], [0.3, 0.2, 0.2], [0.5, 0.1, -0.4], [-2.4, 1.2, 0.6], [2.1, -1.6, 0.0], [1.4, 1.2, 0.4], [0.3, -1.1, 0.6], [-1.1, 0.5, -0.7], [1.5, 1.0, 1.1], [-1.6, -0.3, -1.2], [-0.3, 0.5, 0.4], [0.4, -0.4, 0.4], [0.0, 0.3, 0.0], [-0.1, -0.3, -0.1], [0.5, -0.6, 0.0], [-0.4, -0.6, -1.5], [0.0, 0.5, -0.4], [-0.7, 0.7, -0.6], [-0.5, -0.3, 0.7], [0.8, -1.0, 0.7], [0.1, 0.3, -0.1], [-0.3, 0.0, -0.4], [0.3, -0.1, -0.2], [0.0, 0.0, -0.2], [0.1, 0.4, 0.1], [-0.2, -0.3, -0.2], [-0.1, -0.1, -0.1], [-1.9, -1.5, 0.4], [1.5, 0.8, -0.6], [0.6, 0.2, 0.0], [-0.5, 0.1, 0.4], [0.3, -0.2, 0.2], [0.2, 0.4, -0.6], [-1.1, 1.4, 0.5], [0.9, 0.1, -1.1], [-0.3, -0.3, -1.0], [0.6, -0.8, 1.1], [-0.1, 0.2, 0.3], [0.1, -0.2, 0.7], [-0.4, -0.1, -0.5], [1.6, 2.6, 1.9], [-0.8, -0.4, -1.7], [1.6, 1.5, 0.4], [-0.9, -1.4, -0.4], [-0.8, -1.8, -0.9], [-0.3, -0.1, -0.4], [0.0, -0.6, 0.8], [0.3, 0.4, -0.8], [-0.5, -0.2, 0.3], [-0.1, -0.5, 1.1], [-0.1, -0.2, -0.1], [0.0, 0.3, -0.1], [-0.2, -0.6, -0.5], [0.3, 0.5, 0.6], [0.9, 0.4, -0.3], [-0.5, -0.5, 0.2]],
  "mulliken_charge": [1.54, 1.65, 1.69, -1.03, -0.20, -1.16, -0.77, -0.36, -0.68, -1.04, 0.47, -0.92, -0.28, -0.35, -0.82, 0.34, 0.24, 0.33, 0.46, 0.55, 0.43, 0.44, -0.32, 0.40, 0.42, 0.68, 0.08, 0.32, 0.33, 0.27, -0.97, -0.15, -0.77, -1.05, 0.07, -0.62, -0.27, -0.22, -0.88, 0.34, 0.29, 0.35, 0.52, 0.41, 0.45, 0.53, -0.17, 0.26, 0.43, 0.58, 0.09, 0.28, 0.16, 0.41, -0.64, -0.56, 0.27, 0.15, 0.39, 0.01, -0.88, -0.42, 0.35, 0.31, 0.29, -0.16, -1.23, 0.60, -0.69, -0.42, -0.66, 0.21, 0.41, 0.11, 0.29, 0.35, 0.52, 0.13, 0.21, 0.32, 0.28, -0.53, 0.24]
}